(1)
This record from the OMol25 dataset describes a 2-piece molecular cluster, CH5NO3 overall at a distorted geometry. The level of theory is ωB97M-V/def2-TZVPD.

```
10
Properties=species:S:1:pos:R:3:mulliken_spin:R:1
N -0.620 0.501 0.571 0.832
C 0.710 0.130 0.743 -0.092
O 1.030 0.339 2.020 -0.024
O 1.414 -0.280 -0.131 0.330
H -1.087 0.850 1.413 -0.027
H -1.181 0.512 -0.295 -0.020
H 2.002 0.289 2.064 0.000
H -1.851 -1.453 -2.394 0.000
H -1.164 -0.453 -3.077 0.000
O -2.038 -0.547 -2.689 0.001
```

Values from the calculation:
- multiplicity = 2
- E_HOMO (spin up / spin down) (eV) = -15.6516 / -15.6437
- gap between HOMO and LUMO (spin up / spin down) (Eh) = 0.4262 / 0.1836
- charge = +1
- energy above the lowest of the compared OMol25 structures with the same formula, charge and spin (kcal per mole) = 5.3
- ⟨S²⟩ = 0.77

(2)
This record from the OMol25 dataset describes one molecule with the formula C21H29N3O5. The level of theory is ωB97M-V/def2-TZVPD.

```
58
Properties=species:S:1:pos:R:3:mulliken_charge:R:1
C -6.874 -3.657 1.861 -1.301
C -5.369 -3.631 2.097 -0.303
C -4.737 -2.347 1.567 -0.348
C -3.229 -2.331 1.812 -1.428
N -2.619 -1.096 1.342 0.327
C -1.913 -1.134 0.205 0.797
O -1.834 -2.144 -0.494 -0.780
C -1.131 0.101 -0.271 0.513
O -1.239 1.233 0.180 -0.805
N -0.290 -0.279 -1.247 -0.007
C 0.711 0.443 -1.895 0.352
C 1.582 -0.260 -2.721 -0.644
C 2.618 0.394 -3.369 0.288
C 2.776 1.775 -3.209 0.560
C 1.910 2.466 -2.371 -0.987
C 0.887 1.814 -1.715 -0.327
H 0.216 2.361 -1.075 0.472
H 2.054 3.527 -2.252 0.444
O 3.757 2.476 -3.861 -0.459
C 4.345 1.756 -4.922 -0.464
C 4.658 0.328 -4.479 -0.448
H 5.125 -0.244 -5.282 0.343
O 3.466 -0.350 -4.146 -0.459
H 5.327 0.357 -3.608 0.286
H 5.253 2.295 -5.196 0.343
H 3.659 1.727 -5.780 0.284
H 1.475 -1.323 -2.865 0.472
H -0.399 -1.263 -1.498 0.205
C -2.656 0.007 2.282 -1.119
H -3.550 -0.104 2.896 0.399
H -2.684 0.960 1.757 0.553
C -1.411 -0.108 3.185 0.590
O -1.367 -0.894 4.110 -0.701
N -0.406 0.694 2.810 -0.110
H -0.525 1.255 1.976 0.251
C 0.945 0.585 3.319 -0.191
C 1.842 -0.180 2.322 -0.750
H 1.222 -0.757 1.636 0.238
H 2.484 -0.882 2.852 0.333
C 2.675 0.879 1.580 -0.289
H 3.718 0.820 1.893 0.359
H 2.641 0.743 0.499 0.037
C 2.086 2.229 1.997 -0.405
H 2.821 3.031 1.954 0.441
H 1.256 2.495 1.341 0.062
C 1.577 1.975 3.413 -1.032
H 0.862 2.723 3.752 0.376
H 2.413 1.948 4.113 0.364
H 0.873 0.077 4.283 0.519
H -2.763 -3.157 1.271 0.529
H -3.007 -2.431 2.878 0.352
H -5.203 -1.488 2.055 0.322
H -4.921 -2.263 0.493 0.268
H -5.166 -3.716 3.167 0.328
H -4.908 -4.489 1.603 0.300
H -7.304 -4.579 2.243 0.392
H -7.355 -2.820 2.364 0.326
H -7.094 -3.589 0.798 0.331
```

Values from the calculation:
- multiplicity = 1
- SMILES = CCCCN(CC(=O)NC1CCCC1)C(=O)C(=O)Nc1ccc2c(c1)OCCO2
- E_HOMO (eV) = -8.2253
- gap between HOMO and LUMO (Eh) = 0.3164
- charge = 0
- energy above the lowest of the compared OMol25 structures with the same formula, charge and spin (kcal per mole) = 27.6